Molecular formula: C27H34N5SSe2TeTl
Method: DFT, the ωB97M-V functional and the def2-TZVPD basis

ΔE to the lowest compared entry with this formula, charge and spin, kcal/mol: 58.4
Lowest unoccupied orbital energy, eV: -6.8110
Total charge: +2
Molar mass, g/mol: 950.57

CARTESIAN COORDINATES (ANGSTROEM)
Tl (0.144, -0.396, -1.163)
Se (-1.009, 2.271, -2.186)
Se (1.997, 3.067, -0.469)
C (3.022, 1.624, -1.081)
C (4.340, 1.869, -1.529)
C (5.094, 0.845, -2.043)
C (4.562, -0.449, -2.082)
C (3.288, -0.630, -1.625)
N (2.517, 0.377, -1.140)
C (-2.623, 1.279, -1.835)
C (-3.871, 1.765, -2.183)
C (-4.982, 0.987, -1.891)
C (-4.797, -0.250, -1.292)
C (-3.513, -0.659, -0.988)
N (-2.434, 0.093, -1.245)
H (4.720, 2.878, -1.477)
H (6.092, 1.038, -2.417)
H (5.132, -1.287, -2.454)
H (2.834, -1.613, -1.622)
H (-3.968, 2.725, -2.670)
H (-5.976, 1.332, -2.140)
H (-5.638, -0.890, -1.061)
H (-3.325, -1.619, -0.526)
Te (-1.400, 3.858, -0.226)
C (-0.442, 5.547, -0.887)
C (0.542, 6.231, -0.221)
C (0.830, 7.475, -0.833)
C (0.055, 7.707, -1.932)
S (-1.032, 6.432, -2.237)
H (1.047, 5.861, 0.660)
H (1.580, 8.164, -0.472)
H (0.072, 8.567, -2.584)
C (0.719, -3.431, 1.834)
N (-0.735, -3.432, 1.700)
C (-1.308, -4.653, 2.258)
C (-1.228, -3.037, 0.387)
C (-0.416, -3.528, -0.792)
C (-0.354, -4.891, -1.102)
C (0.420, -5.344, -2.160)
C (1.147, -4.454, -2.942)
C (1.092, -3.090, -2.677)
C (0.316, -2.693, -1.606)
H (0.979, -3.333, 2.891)
H (1.164, -2.607, 1.271)
H (1.175, -4.360, 1.468)
H (-1.187, -4.642, 3.342)
H (-0.820, -5.562, 1.884)
H (-2.373, -4.704, 2.036)
H (-1.241, -1.942, 0.343)
H (-2.261, -3.377, 0.293)
H (-0.931, -5.593, -0.513)
H (0.449, -6.402, -2.382)
H (1.754, -4.809, -3.764)
H (1.637, -2.396, -3.301)
N (-0.147, 1.726, 3.735)
C (1.192, 1.151, 3.347)
C (1.123, 0.775, 1.879)
N (0.041, -0.164, 1.554)
C (-1.254, 0.344, 2.018)
C (-1.232, 0.713, 3.495)
H (-0.316, 2.554, 3.156)
H (-0.142, 2.013, 4.713)
H (1.394, 0.300, 3.999)
H (1.963, 1.905, 3.493)
H (2.076, 0.368, 1.548)
H (0.951, 1.687, 1.298)
H (0.220, -1.077, 1.964)
H (-2.021, -0.412, 1.854)
H (-1.509, 1.221, 1.419)
H (-1.007, -0.159, 4.107)
H (-2.188, 1.132, 3.804)